19
Properties=species:S:1:pos:R:3:lowdin_charge:R:1 method="wB97M-V/def2-TZVPD" energy_ha=-1031.18798 spin_multiplicity=1 homo_energy_ev=-8.37 de_lowest_kcal_mol=18.7
C 1.204 2.096 -1.343 -0.119
C 0.161 1.014 -1.590 -0.351
C 0.477 -0.183 -2.438 -0.528
S 2.029 -1.144 -2.024 0.454
S 1.909 -1.435 0.046 0.422
C 0.452 -2.357 0.598 -0.471
H 1.373 2.480 -0.344 0.070
H 2.193 1.913 -1.777 0.064
H 0.886 2.943 -1.970 0.069
H -0.161 0.638 -0.610 0.082
H -0.751 1.476 -1.985 0.107
H -0.311 -0.921 -2.410 0.061
H 0.804 0.156 -3.428 0.065
H 0.105 -3.249 0.083 0.039
H 0.882 -2.706 1.546 0.016
H -0.386 -1.697 0.810 0.020
O -3.334 0.643 5.588 -0.077
H -3.348 -0.239 5.183 0.034
H -4.186 0.571 6.065 0.043